No. 1
# C14H15ClN4O3S

An isolated molecule of C14H15ClN4O3S (ωB97M-V/def2-TZVPD, OMol25).

Calculated values
HOMO (eV): -8.46
Total energy (Ha): -1845.645646
Orbital gap (eV): 8.76
SMILES string: CCNC(=O)NS(=O)(=O)c1cnccc1Nc1cccc(Cl)c1
Energy above the lowest of the compared OMol25 structures with the same formula, charge and spin (kcal/mol): 0.0

Structure (XYZ):
```
38
Properties=species:S:1:pos:R:3:forces:R:3:mulliken_charge:R:1
C -1.9126 -2.8882 -0.8896 0.3 0.0 -0.1 -0.767
C -0.4559 -3.2309 -1.1804 -0.2 0.0 -0.1 -0.500
N 0.4239 -2.7770 -0.1226 0.0 -0.3 0.3 -0.247
C 1.2107 -1.6858 -0.2763 -0.1 -0.1 -0.2 0.763
O 1.3763 -1.1122 -1.3294 0.0 0.0 -0.5 -0.649
N 1.8089 -1.2371 0.8869 0.7 0.7 0.0 -0.235
S 3.0484 -0.0582 0.9137 -0.4 -0.6 0.1 1.268
O 4.2973 -0.6590 0.5823 0.0 0.2 -0.4 -0.705
O 2.8952 0.4977 2.2346 0.0 0.1 0.0 -0.755
C 2.5303 1.1130 -0.3016 0.0 -0.3 0.6 0.150
C 3.3154 1.4071 -1.3990 0.1 -0.2 0.1 -0.261
N 2.9219 2.2251 -2.3553 0.4 0.0 -0.3 -0.663
C 1.7130 2.7609 -2.2480 -0.3 0.0 0.2 -0.511
C 0.8493 2.5377 -1.1934 0.1 -0.2 0.1 -0.321
C 1.2610 1.6830 -0.1622 0.1 0.4 -0.3 0.026
N 0.5301 1.4356 0.9681 0.2 0.0 0.3 -0.130
C -0.8437 1.2971 1.0690 -0.5 0.0 0.0 0.420
C -1.4341 1.3489 2.3331 0.1 0.0 -0.1 -0.635
C -2.7981 1.1865 2.4712 0.0 -0.1 -0.1 -0.515
C -3.6017 0.9624 1.3648 -0.1 0.0 -0.1 -0.618
C -3.0057 0.8861 0.1163 0.1 0.1 0.3 0.072
Cl -3.9810 0.5635 -1.2763 -0.1 0.0 -0.1 -0.208
C -1.6410 1.0442 -0.0468 0.0 0.0 0.0 -0.464
H -2.5420 -3.2253 -1.7080 -0.1 0.0 -0.1 0.369
H -2.2477 -3.3721 0.0260 -0.1 0.0 0.1 0.316
H -2.0329 -1.8137 -0.7783 0.0 0.1 0.0 0.051
H -0.3351 -4.3120 -1.2978 0.0 0.1 -0.1 0.334
H -0.1203 -2.7332 -2.0918 0.0 -0.2 0.1 0.292
H 0.2500 -3.1385 0.8017 0.1 0.1 0.0 0.205
H 1.7501 -1.7832 1.7309 0.1 0.1 0.2 0.235
H 4.2890 0.9499 -1.4990 0.1 -0.1 0.0 0.459
H 1.4283 3.4176 -3.0592 -0.1 0.1 0.0 0.386
H -0.1107 3.0262 -1.1490 -0.1 0.1 0.0 0.574
H 1.0824 1.1506 1.7716 -0.2 0.1 -0.1 0.410
H -0.8106 1.5188 3.1978 0.1 0.1 0.1 0.431
H -3.2463 1.2357 3.4517 0.0 0.0 0.1 0.393
H -4.6672 0.8387 1.4674 -0.1 0.0 0.0 0.453
H -1.1948 0.9403 -1.0230 0.0 0.0 -0.1 0.576
```
Forces are in eV/Å.

=====

No. 2
# C37H53NS4SbSi3SnTe

A structure of composition C37H53NS4SbSi3SnTe (ωB97M-V/def2-TZVPD, OMol25).

Calculated values
HOMO (eV): -3.88
Total energy (Ha): -4680.432774
Orbital gap (eV): 6.14
Energy above the lowest of the compared OMol25 structures with the same formula, charge and spin (kcal/mol): 0.0
Total charge: -1

Structure (XYZ):
```
101
Properties=species:S:1:pos:R:3:forces:R:3:mulliken_charge:R:1
Sn 0.2457 -1.9338 0.9851 0.3 0.0 -0.4 1.157
S 2.4241 -2.1977 -0.8583 0.4 0.2 0.4 -0.215
C 2.3357 -3.3204 -2.1734 -0.4 -0.8 -0.3 0.344
C 3.5041 -4.0087 -2.6236 -0.4 0.8 0.8 -0.684
C 3.4918 -4.8864 -3.6852 -1.3 0.4 0.1 -0.513
C 2.2793 -5.1550 -4.3279 -0.4 0.0 1.3 -0.763
C 1.1079 -4.5694 -3.8283 0.7 -0.5 -1.8 -0.251
C 1.1150 -3.6292 -2.8339 0.5 0.6 0.7 -0.372
S -0.4136 -2.8109 -2.4031 0.3 0.0 -0.1 0.162
C -1.2019 -4.2086 -1.5748 -0.7 -0.5 0.3 -0.731
C -2.5519 -3.7952 -0.9892 0.1 0.5 -0.3 -0.241
C -3.7799 -4.0416 -1.6449 0.5 -0.1 0.2 -0.715
C -4.9780 -3.6609 -1.0480 0.9 0.0 0.1 -0.646
C -4.8803 -3.0010 0.1889 -1.7 -0.4 -0.2 -0.650
C -3.6453 -2.8051 0.7731 0.7 0.0 -0.2 0.374
C -3.5153 -2.2337 2.1595 -0.2 0.8 -0.5 -0.903
S -2.0216 -2.7658 3.0263 0.2 0.7 0.8 -0.151
C -1.9661 -4.4903 2.7623 0.5 -1.5 -1.3 0.423
C -3.0994 -5.2827 2.9094 0.1 0.7 0.4 -0.531
C -3.1147 -6.5895 2.4435 -1.7 -1.4 -0.2 -0.345
C -2.0213 -7.1851 1.8001 0.0 1.4 1.4 -0.758
C -0.8352 -6.4155 1.7688 -0.2 -1.4 -1.0 -0.441
C -0.7833 -5.1004 2.1902 -0.7 1.3 0.8 0.170
S 0.7566 -4.2382 2.1311 0.0 0.1 -0.2 -0.385
N -2.4882 -3.1253 0.1682 -0.9 -0.9 -0.3 0.981
H 4.4130 -3.8218 -2.0482 -0.2 0.0 -0.3 0.395
H 4.3915 -5.3565 -3.9731 0.9 -0.5 -0.4 0.401
H 2.1539 -5.9262 -5.0591 0.3 -0.2 -0.5 0.354
H 0.2223 -4.7961 -4.4108 -0.3 0.1 0.4 0.360
H -1.3105 -5.0284 -2.2903 -0.2 0.1 0.0 0.722
H -0.5548 -4.5915 -0.7777 -0.1 0.3 0.1 0.020
H -3.7599 -4.5299 -2.6149 0.0 -0.1 0.2 0.489
H -5.9161 -3.9548 -1.5373 0.3 0.5 0.4 0.401
H -5.8255 -2.6917 0.6945 1.0 -0.3 -0.2 0.365
H -3.4285 -1.1351 2.0572 0.4 -0.3 0.2 0.320
H -4.4461 -2.3515 2.7042 0.0 -0.4 0.3 0.532
H -3.9620 -4.8328 3.4299 0.3 -0.4 -0.5 0.343
H -4.0931 -7.1631 2.5741 1.5 0.7 -0.2 0.241
H -2.1010 -8.2305 1.5193 0.3 0.2 -0.3 0.417
H 0.0736 -6.8416 1.3093 -0.5 0.3 0.4 0.361
C 5.5257 4.3506 2.4124 -0.7 0.8 1.3 -1.721
C 4.5076 3.2581 2.6344 -0.2 0.9 1.8 0.527
C 4.3814 2.2730 1.7146 -0.8 -0.7 -0.2 -0.991
C 3.5147 1.2085 1.8634 -0.3 -0.8 0.9 1.488
C 3.4107 0.2248 0.7614 -0.7 -0.3 0.4 -1.337
C 2.7795 1.0311 3.0536 -0.4 0.9 -0.3 -0.483
Te 1.4614 -0.6241 3.3902 0.3 0.0 0.0 -0.025
C 2.8339 2.0825 3.9918 0.5 0.5 0.8 1.119
C 2.0196 2.1299 5.2846 1.0 -1.5 -0.1 -1.689
C 3.7035 3.1716 3.7984 0.6 -0.4 -0.9 -0.989
H 6.5323 4.0103 2.6131 0.3 -0.2 -0.1 0.373
H 5.3341 5.1945 3.1068 0.1 -0.4 -0.1 0.373
H 5.4760 4.8085 1.4419 0.0 -0.1 -0.7 0.338
H 4.9235 2.3212 0.8114 0.7 0.1 -1.0 0.441
H 4.1906 0.4039 0.0596 0.4 0.2 -1.0 0.460
H 2.4023 0.3120 0.3109 0.5 -0.2 -0.1 -0.344
H 3.5444 -0.8078 1.0965 -0.2 0.2 0.1 0.767
H 1.0564 2.5474 5.0998 -0.8 0.5 0.0 0.254
H 2.5515 2.6459 6.0910 -0.2 0.2 -0.3 0.387
H 1.8406 1.1078 5.6531 0.0 0.3 -0.1 0.333
H 3.7823 3.9376 4.5733 -0.1 -0.1 -0.2 0.277
C -1.7783 4.2185 2.0937 -0.7 0.8 0.7 -1.205
Si -0.3782 4.2145 0.8309 -0.2 0.1 -0.1 0.417
C 1.2417 4.1688 1.7619 -1.0 0.6 0.5 -0.457
C -0.4090 5.7876 -0.2130 -0.7 -0.7 0.1 -1.041
Sb -0.5066 1.9856 -0.3424 0.2 -0.3 -0.3 -0.741
Si 1.0736 2.5396 -2.2691 -0.2 -0.7 0.2 0.464
C 2.6581 3.2815 -1.5440 -0.1 -1.9 -0.2 -0.996
C 1.5197 0.8861 -3.0832 1.8 1.4 0.0 -0.594
C 0.4806 3.6256 -3.7019 1.2 1.0 -0.4 -0.973
Si -2.6428 2.2384 -1.6609 -0.5 -0.1 -0.7 0.613
C -3.2529 4.0156 -1.9477 0.1 -1.1 -0.9 -1.190
C -2.7839 1.2465 -3.3352 0.5 0.4 0.8 -0.975
C -3.9854 1.5224 -0.5953 -1.1 -0.5 0.3 -0.838
H -1.8421 5.1719 2.6679 0.5 -0.4 -0.3 0.366
H -1.5966 3.4344 2.8511 -0.2 0.1 -0.4 0.325
H -2.8193 4.1501 1.7119 0.7 -0.4 -0.1 0.265
H 1.2817 5.0469 2.4259 -0.1 -0.4 0.2 0.473
H 2.0969 4.2933 1.1468 0.8 -0.2 -0.8 0.153
H 1.3164 3.2310 2.3096 0.2 0.1 0.2 -0.266
H -0.0038 6.5287 0.4506 0.2 0.7 0.2 0.433
H -1.4198 6.0784 -0.5164 0.1 0.0 0.0 0.270
H 0.2109 5.7053 -1.0931 0.3 0.0 -0.3 0.237
H 3.3119 2.5286 -1.0477 -0.8 0.4 0.0 0.038
H 2.5332 4.1396 -0.9344 -0.1 0.8 0.5 0.313
H 3.1892 3.5185 -2.4316 0.8 0.7 -1.0 0.536
H 1.8516 0.1366 -2.3822 -0.1 -0.3 0.5 -0.065
H 2.4636 1.1575 -3.6512 -0.9 -0.4 0.2 0.251
H 0.8083 0.4411 -3.7445 -0.6 -0.1 -0.5 0.323
H 0.3289 4.7174 -3.5079 -0.2 -0.9 0.1 0.282
H -0.3607 3.2144 -4.2676 0.1 0.1 0.2 0.266
H 1.3921 3.6226 -4.3774 -0.9 -0.1 0.4 0.297
H -2.5467 4.5227 -2.5884 0.4 0.6 0.1 0.290
H -3.4598 4.5107 -1.0155 0.1 0.4 0.3 0.293
H -4.1636 3.9410 -2.5536 -0.1 0.0 0.3 0.404
H -1.9979 1.4668 -4.0635 -0.2 0.2 0.0 0.268
H -3.7712 1.5047 -3.7507 0.3 -0.3 0.0 0.331
H -2.6770 0.1685 -3.1360 -0.4 0.3 0.0 0.222
H -4.1892 2.1170 0.3077 0.3 -0.1 -0.1 0.285
H -3.8284 0.4692 -0.2940 0.0 0.5 -0.1 0.018
H -4.9383 1.5671 -1.1649 0.4 -0.2 0.1 0.311
```
Forces are in eV/Å.

=====

No. 3
# C6H32N12O10

A cluster of 10 separate species, C6H32N12O10 in total (ωB97M-V/def2-TZVPD, OMol25).

Calculated values
HOMO (eV): -9.42
Total energy (Ha): -1657.354141
Orbital gap (eV): 9.28
SMILES string: NC(N)=O.NC(N)=O.NC(N)=O.NC(N)=O.NC(N)=O.NC(N)=O.O.O.O.O
Energy above the lowest of the compared OMol25 structures with the same formula, charge and spin (kcal/mol): 138.4

Structure (XYZ):
```
60
Properties=species:S:1:pos:R:3:forces:R:3:mulliken_charge:R:1
N -5.2750 20.3105 -19.9130 -3.9 0.6 -1.9 -0.397
C -4.2707 20.0189 -19.1124 -2.8 2.4 4.3 0.653
N -3.3117 19.5925 -19.7921 7.8 -3.4 -2.7 -0.323
O -4.1906 20.2261 -17.8983 -0.3 0.2 -0.3 -0.664
H -5.3796 19.6994 -20.7103 -0.2 0.5 0.0 0.184
H -6.0452 20.9313 -19.7097 0.2 -0.5 0.5 0.199
H -2.4319 19.5687 -19.2965 -0.1 -0.4 -0.1 0.179
H -3.2405 19.2985 -20.7558 -0.6 0.5 0.2 0.171
N 6.7384 20.6641 -22.5948 3.8 2.4 -2.1 -0.388
C 5.6487 20.2203 -22.0481 -1.3 -1.2 1.6 0.621
N 5.4298 18.9438 -22.3531 -0.5 -2.0 -0.8 -0.412
O 4.9605 20.7690 -21.2227 -1.1 1.8 0.9 -0.629
H 7.3305 20.0708 -23.1583 -0.3 0.1 0.2 0.169
H 6.9865 21.6413 -22.6556 -0.4 -0.2 0.4 0.223
H 5.8801 18.6194 -23.1969 -0.7 -0.5 0.2 0.192
H 4.5332 18.5978 -22.0425 0.3 -0.4 -0.4 0.213
N 2.4375 24.6158 -18.3588 -3.6 -2.2 1.2 -0.361
C 3.3984 25.3146 -18.8358 -0.8 5.0 -1.6 0.641
N 4.5378 24.7134 -18.7644 5.8 -1.6 -0.8 -0.472
O 3.2571 26.4849 -19.2389 0.2 -0.9 0.0 -0.698
H 2.7218 23.8230 -17.8014 -1.0 0.0 0.1 0.194
H 1.5240 25.0388 -18.4399 0.0 -0.5 0.6 0.217
H 4.6800 23.7257 -18.9201 -0.6 -0.1 0.3 0.248
H 5.2727 25.2086 -19.2490 0.0 0.2 0.3 0.248
N -0.7430 14.9284 -17.3352 0.0 6.7 0.1 -0.288
C -0.6892 13.6778 -17.4769 4.7 -5.8 -0.9 0.670
N -1.7625 13.1109 -17.0303 -3.3 -1.8 0.7 -0.406
O 0.2712 12.9551 -17.8202 -0.3 1.3 -0.2 -0.703
H -1.5997 15.1985 -16.8734 0.8 1.1 0.0 0.129
H 0.0745 15.5200 -17.2907 -0.2 -0.2 -0.2 0.218
H -2.4951 13.7740 -16.8210 -0.7 -1.6 0.5 0.155
H -1.6572 12.1182 -16.8767 -1.0 0.3 0.0 0.227
N 1.6612 23.2002 -22.8422 2.6 3.6 1.8 -0.336
C 1.0440 22.3024 -23.5107 -2.3 -2.8 -2.6 0.654
N 0.6780 21.2401 -22.7827 -0.5 -1.9 1.3 -0.356
O 0.7045 22.3086 -24.6817 0.0 1.2 -0.8 -0.670
H 2.0920 22.9141 -21.9747 0.0 0.7 -0.1 0.162
H 1.9237 24.0525 -23.3165 0.3 -0.3 0.3 0.213
H 1.0992 21.0390 -21.8870 -0.6 -0.2 -0.1 0.162
H -0.1368 20.7722 -23.1531 0.6 -0.4 0.4 0.178
N 2.8095 20.1500 -13.6365 -6.6 -0.4 3.7 -0.387
C 3.6853 20.5283 -14.4370 3.7 -0.5 -3.3 0.750
N 4.7839 19.8492 -14.1858 5.2 -1.0 -0.1 -0.469
O 3.5489 21.1822 -15.4424 -0.6 1.7 -1.4 -0.664
H 1.9065 20.3449 -14.0448 -0.7 -0.3 1.3 0.222
H 3.0466 19.6978 -12.7651 -0.8 0.1 -0.4 0.189
H 5.6011 20.0607 -14.7403 -0.1 -0.1 0.2 0.201
H 4.8778 19.0962 -13.5193 -0.2 0.3 -0.3 0.155
O 1.9203 19.4414 -18.7448 -0.1 -0.3 -0.2 -0.592
H 1.5162 19.9676 -18.0548 -0.1 0.1 0.3 0.290
H 2.6957 19.9394 -19.0034 0.3 0.2 -0.1 0.296
O -1.2389 19.8480 -15.1949 0.4 0.0 0.2 -0.607
H -1.2333 19.0848 -15.7726 0.0 -0.2 -0.1 0.292
H -2.1570 20.1166 -15.1610 -0.3 0.1 -0.1 0.325
O 2.8670 16.1509 -20.6615 0.1 0.0 -0.3 -0.630
H 3.1790 15.5885 -19.9526 0.0 -0.2 0.1 0.306
H 2.6304 16.9719 -20.2300 -0.2 0.3 0.2 0.315
O 3.1764 16.7499 -16.1353 -0.2 -0.1 0.2 -0.641
H 3.5015 17.5672 -16.5129 0.0 0.3 -0.1 0.324
H 3.6688 16.0644 -16.5867 0.1 -0.2 -0.1 0.308
```
Forces are in eV/Å.

=====

No. 4
# C3H6FN

A cluster of 2 separate species, C3H6FN in total (ωB97M-V/def2-TZVPD, OMol25).

Calculated values
HOMO (eV): -8.55
Total energy (Ha): -272.393220
Orbital gap (eV): 8.79
Energy above the lowest of the compared OMol25 structures with the same formula, charge and spin (kcal/mol): 61.4

Structure (XYZ):
```
11
Properties=species:S:1:pos:R:3:forces:R:3:mulliken_charge:R:1
C 0.4758 0.2132 0.2339 -2.4 -0.5 -0.7 0.608
C 1.8951 0.3547 0.3037 -0.2 -0.7 0.2 -0.926
C -1.8792 -0.1852 -0.3165 -3.5 -4.4 0.6 -0.696
N -0.6857 0.3108 0.1958 2.4 0.0 0.2 -0.012
F 0.5309 -2.0282 -0.9957 0.0 1.2 0.7 -0.839
H 2.2959 -0.6919 0.4380 0.0 1.3 0.6 0.323
H 2.1738 0.6233 -0.6695 0.3 -0.1 -2.1 0.295
H 2.1562 1.3176 0.7596 0.2 -0.8 1.2 0.350
H -1.7117 -1.2607 -0.8158 0.4 2.5 0.8 0.331
H -2.4689 0.4581 -0.9357 0.6 0.8 -0.7 0.315
H -2.7201 -0.4542 0.4750 2.2 0.8 -0.8 0.250
```
Forces are in eV/Å.

=====

No. 5
# C5H10O2

An isolated molecule of C5H10O2 (ωB97M-V/def2-TZVPD, OMol25).

Calculated values
HOMO (eV): -9.31
Total energy (Ha): -346.897298
Orbital gap (eV): 10.16
SMILES string: COC[C@H]1C[C@H]1O
Energy above the lowest of the compared OMol25 structures with the same formula, charge and spin (kcal/mol): 80.4

Structure (XYZ):
```
17
Properties=species:S:1:pos:R:3:forces:R:3:mulliken_charge:R:1
C -0.4060 2.0167 -0.7946 -0.2 0.2 -0.1 -0.714
O -0.2685 1.5265 0.5190 -0.5 0.7 0.5 -0.380
C -0.9634 0.3062 0.7585 0.1 0.1 0.2 -0.563
C -0.3706 -0.7296 -0.1624 0.7 0.7 -0.2 -0.171
C 1.1844 -0.3642 -0.1957 -0.1 -0.2 -0.4 -0.606
C 0.7230 -1.7112 0.1087 0.2 -0.3 -0.3 -0.006
O 0.9860 -2.2168 1.3729 -0.1 -0.2 0.3 -0.537
H -0.5233 1.2308 -1.5525 0.0 0.1 0.2 0.335
H 0.4959 2.5819 -1.0585 -0.2 0.0 0.2 0.231
H -1.2795 2.6710 -0.8354 0.0 0.1 -0.2 0.295
H -0.7925 0.0786 1.8154 -0.1 0.0 -0.1 0.263
H -2.0401 0.4699 0.5971 0.2 -0.3 0.0 0.333
H -0.9772 -0.9627 -1.0502 0.7 0.4 0.1 0.348
H 1.6678 -0.0596 -1.1189 0.0 -0.5 0.0 0.293
H 1.5552 0.1915 0.6776 -0.6 -0.2 -0.5 0.206
H 0.8375 -2.3844 -0.7366 -0.1 -0.5 0.3 0.335
H 0.1712 -2.6445 1.6559 0.1 -0.1 0.2 0.340
```
Forces are in eV/Å.